# 1
C34H31ClGeIrNO2S3Sb as an isolated structure. Source: OMol25; level of theory: ωB97M-V with the def2-TZVPD basis set.

```
! wB97M-V def2-TZVPD RIJCOSX def2/J DEFGRID3
* xyz -2 6
Ir 0.441 0.058 0.129
S -1.788 -4.535 -0.093
Sb -1.018 -2.759 1.198
S 1.193 -2.224 0.349
S -2.048 -0.731 0.322
C -3.905 0.823 4.152
O -2.567 1.095 4.460
C -1.698 0.013 4.493
C -2.105 -1.303 4.531
C -1.165 -2.326 4.612
C 0.184 -2.017 4.655
C 0.604 -0.703 4.624
C -0.321 0.341 4.536
N 0.023 1.661 4.579
C 1.281 2.222 4.503
C 2.329 1.868 3.656
C 3.612 2.413 3.899
C 4.674 2.210 3.053
C 4.498 1.448 1.900
C 3.266 0.901 1.620
C 2.147 1.073 2.456
O 0.997 0.593 2.149
H -4.393 1.791 4.037
H -4.396 0.265 4.961
H -3.992 0.266 3.214
H -3.153 -1.558 4.493
H -1.498 -3.354 4.629
H 0.915 -2.811 4.706
H 1.656 -0.466 4.659
H -0.764 2.294 4.644
H 1.414 3.076 5.163
H 3.734 3.018 4.790
H 5.641 2.648 3.274
H 5.324 1.298 1.218
H 3.112 0.328 0.708
C 0.839 -0.108 -1.846
Ge 2.632 -0.277 -2.527
C 2.668 -0.797 -4.469
C 1.896 -0.077 -5.371
C 1.915 -0.361 -6.724
C 2.714 -1.386 -7.205
C 3.493 -2.112 -6.321
C 3.472 -1.812 -4.970
C 3.537 1.504 -2.567
C 4.870 1.682 -2.912
C 5.427 2.948 -2.980
C 4.651 4.063 -2.707
C 3.315 3.903 -2.382
C 2.770 2.634 -2.322
C 3.875 -1.598 -1.672
C 4.969 -1.215 -0.914
C 5.782 -2.159 -0.309
C 5.508 -3.507 -0.456
C 4.398 -3.904 -1.183
C 3.585 -2.953 -1.772
H 0.122 -0.674 -2.444
H 1.266 0.719 -4.994
H 1.311 0.217 -7.412
H 2.730 -1.616 -8.262
H 4.124 -2.912 -6.689
H 4.088 -2.382 -4.287
H 5.483 0.815 -3.133
H 6.471 3.071 -3.251
H 5.090 5.052 -2.755
H 2.702 4.767 -2.168
H 1.729 2.501 -2.072
H 5.177 -0.162 -0.787
H 6.628 -1.843 0.288
H 6.141 -4.248 0.018
H 4.164 -4.957 -1.280
H 2.692 -3.260 -2.300
Cl 0.898 3.288 0.359
C -0.327 2.019 0.068
H -0.855 2.344 -0.834
H -1.018 2.128 0.914
*
```

Summary:
Frontier orbital gap (spin up / spin down), hartree: 0.186 / 0.194
Expectation value of S²: 8.809

# 2
A 3-piece molecular cluster, C28H35F9IN4O3 overall. Source: OMol25; level of theory: ωB97M-V with the def2-TZVPD basis set.

```
! wB97M-V def2-TZVPD RIJCOSX def2/J DEFGRID3
* xyz 1 1
C 7.214 -1.838 1.390
C 5.736 -2.121 0.954
C 5.266 -1.891 -0.417
C 3.907 -2.205 -0.796
C 2.915 -2.754 0.144
C 1.471 -3.110 -0.371
C 0.541 -1.791 -0.520
C -0.790 -2.017 0.302
F -1.768 -1.119 -0.161
F -1.325 -3.276 0.135
C -0.674 -1.784 1.852
F -0.711 -0.451 2.202
F 0.431 -2.389 2.412
C -1.909 -2.440 2.641
F -1.954 -1.803 3.864
F -3.100 -2.209 2.052
F -1.692 -3.747 2.929
O 1.282 -0.796 0.239
C 1.718 0.288 -0.577
C 0.411 0.959 -1.123
C 0.560 2.465 -1.529
C -0.735 3.317 -1.321
C -1.259 3.394 0.166
I -2.355 2.759 -2.683
N -0.105 0.066 -2.223
C 0.251 -1.393 -2.017
N -0.818 -2.149 -2.699
C -0.546 -3.578 -2.835
O 0.399 -3.941 -3.441
F -1.363 -4.540 -2.353
C -0.973 -1.706 -4.085
O -0.068 -1.372 -4.761
F -2.201 -1.693 -4.666
C 3.372 -2.968 1.498
C 4.749 -2.653 1.891
H 7.455 -0.751 1.411
H 7.879 -2.342 0.633
H 7.430 -2.359 2.359
H 6.002 -1.476 -1.149
H 3.642 -2.021 -1.871
H 1.639 -3.636 -1.340
H 1.054 -3.816 0.395
H 2.195 1.038 0.112
H 2.466 0.022 -1.365
H -0.342 0.912 -0.294
H 1.395 2.921 -0.927
H 0.835 2.509 -2.615
H -0.470 4.369 -1.613
H -0.969 4.371 0.633
H -2.384 3.385 0.137
H -0.945 2.546 0.822
H -1.137 0.204 -2.214
H 0.313 0.440 -3.092
H 1.209 -1.540 -2.598
H 2.716 -3.401 2.282
H 5.122 -2.841 2.926
C -8.186 2.879 -2.877
C -7.865 4.084 -3.754
C -6.368 4.228 -4.045
C -5.616 4.406 -2.775
N -5.040 4.544 -1.793
H -7.721 2.963 -1.892
H -9.263 2.799 -2.720
H -7.841 1.952 -3.342
H -8.234 4.988 -3.265
H -8.402 3.989 -4.701
H -6.190 5.094 -4.685
H -5.991 3.342 -4.561
C 2.048 1.449 6.215
C 1.572 1.034 4.828
C 1.971 -0.400 4.464
C 3.449 -0.536 4.470
N 4.591 -0.638 4.474
H 3.138 1.440 6.285
H 1.717 2.464 6.442
H 1.649 0.782 6.983
H 1.980 1.729 4.088
H 0.483 1.121 4.784
H 1.597 -0.654 3.472
H 1.545 -1.108 5.179
*
```

Summary:
Frontier orbital gap, hartree: 0.280

# 3
A 2-piece molecular cluster, C5H12N2 overall. Source: OMol25; level of theory: ωB97M-V with the def2-TZVPD basis set.

```
! wB97M-V def2-TZVPD RIJCOSX def2/J DEFGRID3
* xyz 0 1
C -1.217 0.392 2.948
C -1.220 0.163 1.636
N -2.054 -0.718 0.958
C -1.519 -1.310 -0.259
H -1.866 -0.157 3.622
H -0.580 1.156 3.368
H -0.525 0.696 0.993
H -2.457 -1.398 1.590
H -2.291 -1.907 -0.744
H -1.202 -0.519 -0.934
H -0.649 -1.951 -0.079
C 0.891 1.334 -2.042
N 1.297 0.398 -1.305
C 2.728 0.147 -1.270
H -0.177 1.531 -2.104
H 1.563 1.974 -2.624
H 3.068 0.192 -0.235
H 3.304 0.844 -1.889
H 2.905 -0.868 -1.630
*
```

Summary:
SMILES string: C=CNC.C=NC
Frontier orbital gap, hartree: 0.326

# 4
An isolated ion of composition C4H7N2 and charge +1. Source: OMol25; level of theory: ωB97M-V with the def2-TZVPD basis set.

```
! wB97M-V def2-TZVPD RIJCOSX def2/J DEFGRID3
* xyz 1 1
H 2.070 1.760 -1.249
N 2.594 0.893 -0.996
C 1.890 0.012 -0.495
C 1.513 -1.214 0.130
C 0.404 -0.475 0.035
C -0.976 -0.606 0.428
N -1.603 0.752 0.090
H 1.796 -2.276 0.302
H -1.090 -0.644 1.606
H -1.525 -1.368 0.038
H -2.541 0.683 -0.281
H -0.973 1.116 -0.615
H -1.559 1.367 1.008
*
```

Summary:
SMILES string: [H]/N=c1/cc1C[NH3+]
Frontier orbital gap, hartree: 0.336

# 5
A 17-piece molecular cluster, C62H106F24N6O28S3 overall. Source: OMol25; level of theory: ωB97M-V with the def2-TZVPD basis set.

```
! wB97M-V def2-TZVPD RIJCOSX def2/J DEFGRID3
* xyz 0 1
C 6.489 -11.248 31.796
C 6.056 -9.792 32.020
O 4.601 -9.617 32.092
C 4.301 -8.316 32.265
O 5.035 -7.417 32.355
C 2.720 -8.132 32.494
F 2.059 -8.651 31.485
F 2.255 -8.723 33.603
F 2.492 -6.814 32.605
H 6.446 -11.578 30.751
H 5.788 -11.967 32.322
H 7.525 -11.424 32.243
H 6.412 -9.084 31.300
H 6.471 -9.450 32.956
C 14.497 -15.937 25.128
C 13.644 -14.641 25.157
O 12.486 -14.620 24.228
C 11.587 -15.514 24.516
O 11.569 -16.327 25.366
C 10.372 -15.512 23.476
F 10.089 -14.243 23.059
F 10.744 -16.183 22.400
F 9.255 -15.934 24.090
H 14.488 -16.196 24.060
H 14.091 -16.752 25.704
H 15.490 -15.655 25.497
H 14.296 -13.852 24.784
H 13.341 -14.219 26.194
C 7.339 -15.791 27.125
C 6.679 -14.548 27.585
O 7.098 -13.403 26.803
C 6.482 -12.996 25.758
O 5.437 -13.356 25.235
C 7.265 -11.852 25.113
F 7.622 -10.918 26.025
F 8.404 -12.329 24.523
F 6.454 -11.299 24.223
H 6.922 -16.601 27.749
H 8.410 -15.645 27.335
H 7.279 -15.884 26.000
H 7.060 -14.262 28.566
H 5.575 -14.616 27.682
C 0.152 -14.313 20.114
C 1.509 -13.984 19.583
O 1.949 -12.912 20.518
C 3.073 -12.286 20.349
O 3.767 -12.351 19.357
C 3.362 -11.210 21.498
F 2.842 -11.644 22.694
F 4.637 -11.075 21.650
F 2.732 -10.085 21.244
H -0.299 -15.072 19.386
H -0.532 -13.476 20.137
H 0.342 -14.588 21.141
H 1.620 -13.570 18.595
H 2.298 -14.759 19.674
C 6.423 -19.979 33.520
C 5.061 -20.490 33.093
O 4.050 -19.528 33.378
C 3.094 -19.806 34.259
O 2.833 -20.867 34.729
C 2.609 -18.438 34.907
F 3.650 -17.913 35.580
F 2.281 -17.533 33.967
F 1.573 -18.549 35.718
H 7.162 -20.682 33.124
H 6.573 -19.902 34.607
H 6.619 -19.013 33.113
H 4.830 -21.428 33.682
H 5.025 -20.796 32.025
C 7.326 -20.227 28.669
C 5.968 -20.790 28.478
O 5.003 -20.090 29.248
C 4.541 -19.077 28.588
O 5.015 -18.484 27.694
C 3.199 -18.583 29.113
F 2.656 -19.486 29.895
F 3.361 -17.364 29.662
F 2.319 -18.360 28.088
H 7.606 -20.319 29.718
H 7.358 -19.214 28.355
H 7.996 -20.816 28.088
H 6.007 -21.871 28.783
H 5.626 -20.822 27.404
C 2.474 -10.020 26.418
C 2.453 -11.481 26.479
O 2.275 -11.957 27.842
C 3.294 -12.330 28.601
O 4.455 -12.062 28.500
C 2.619 -13.086 29.789
F 2.944 -12.444 30.922
F 1.288 -13.169 29.720
F 3.055 -14.329 29.829
H 3.186 -9.525 27.124
H 1.455 -9.667 26.571
H 2.712 -9.677 25.382
H 3.263 -11.996 25.933
H 1.563 -11.880 25.981
C 5.701 -15.994 20.552
C 7.054 -15.906 21.202
O 7.094 -16.897 22.249
C 7.578 -18.088 21.940
O 7.926 -18.421 20.835
C 7.764 -18.989 23.148
F 7.661 -20.251 22.820
F 9.108 -18.800 23.472
F 7.112 -18.725 24.280
H 5.709 -16.955 20.020
H 5.537 -15.168 19.807
H 4.969 -15.945 21.360
H 7.277 -14.933 21.681
H 7.885 -16.071 20.453
C 2.115 -16.409 24.716
O 2.018 -16.874 23.608
N 3.267 -16.359 25.404
C 4.482 -16.618 24.737
C 3.421 -15.671 26.677
H 1.271 -16.018 25.216
H 5.067 -17.402 25.219
H 5.162 -15.801 24.749
H 4.266 -16.988 23.682
H 2.401 -15.534 27.082
H 4.033 -16.223 27.424
H 3.840 -14.648 26.502
C 7.040 -6.828 21.090
O 6.366 -5.916 21.508
N 7.389 -8.007 21.732
C 7.189 -8.052 23.152
C 8.028 -9.147 20.946
H 7.417 -6.833 20.088
H 6.757 -7.124 23.359
H 8.201 -7.991 23.618
H 6.732 -8.937 23.596
H 7.255 -9.918 20.761
H 8.299 -8.794 19.937
H 8.858 -9.650 21.458
C 11.519 -11.971 27.867
O 11.581 -12.930 27.081
N 10.769 -11.939 28.988
C 10.705 -10.650 29.778
C 9.888 -13.025 29.321
H 11.916 -10.960 27.646
H 11.489 -10.652 30.530
H 9.689 -10.513 30.227
H 10.831 -9.805 29.075
H 10.188 -13.584 30.241
H 8.888 -12.616 29.468
H 9.761 -13.680 28.430
C 12.066 -8.631 23.260
O 12.620 -8.822 22.182
N 11.405 -9.618 23.916
C 10.670 -9.382 25.152
C 11.585 -11.006 23.647
H 12.003 -7.693 23.801
H 9.640 -9.385 25.031
H 10.969 -8.373 25.662
H 10.958 -10.197 25.820
H 12.175 -11.611 24.379
H 10.595 -11.398 23.766
H 11.913 -11.103 22.671
C 9.755 -17.023 29.809
O 9.542 -16.213 30.663
N 10.819 -17.120 28.920
C 10.934 -18.301 28.074
C 11.952 -16.210 29.088
H 9.059 -17.861 29.620
H 10.886 -18.004 27.014
H 10.121 -18.947 28.354
H 11.910 -18.808 28.166
H 11.695 -15.437 29.812
H 12.842 -16.717 29.492
H 12.190 -15.667 28.130
C 8.025 -7.900 27.349
O 9.069 -8.276 27.833
N 6.777 -8.288 27.612
C 5.644 -7.728 26.945
C 6.553 -9.223 28.685
H 7.994 -7.098 26.545
H 5.321 -8.484 26.231
H 5.874 -6.766 26.494
H 4.832 -7.591 27.697
H 5.891 -10.080 28.459
H 7.486 -9.544 29.096
H 6.126 -8.675 29.519
C 3.819 -20.839 23.904
C 2.570 -19.995 23.737
C 2.248 -19.599 25.188
S 2.334 -21.216 26.051
O 1.140 -21.991 25.730
O 2.716 -21.057 27.418
C 3.626 -21.896 24.918
H 4.625 -20.140 24.180
H 4.091 -21.221 22.924
H 1.727 -20.571 23.310
H 2.803 -19.151 23.126
H 1.200 -19.152 25.357
H 3.059 -19.010 25.711
H 3.134 -22.776 24.541
H 4.435 -22.109 25.574
C 3.655 -4.377 22.154
C 3.206 -5.637 21.329
C 3.291 -6.879 22.280
S 2.657 -6.268 23.819
O 3.431 -6.791 24.951
O 1.171 -6.400 23.841
C 3.072 -4.494 23.497
H 3.278 -3.539 21.577
H 4.783 -4.256 22.065
H 3.788 -5.826 20.387
H 2.150 -5.433 21.095
H 4.293 -7.275 22.494
H 2.648 -7.702 22.031
H 3.740 -4.269 24.334
H 2.151 -3.915 23.630
C 4.921 -15.531 33.403
C 6.390 -16.025 33.775
C 7.126 -15.631 32.534
S 6.087 -15.881 31.101
O 6.297 -17.178 30.381
O 6.115 -14.683 30.322
C 4.605 -16.083 32.051
H 4.979 -14.443 33.288
H 4.178 -15.761 34.164
H 6.366 -17.112 34.008
H 6.718 -15.489 34.595
H 8.062 -16.157 32.215
H 7.347 -14.547 32.533
H 4.598 -17.196 32.095
H 3.756 -15.672 31.510
*
```

Summary:
Frontier orbital gap, hartree: 0.343

# 6
One molecule with the formula C6H12OS. Source: OMol25; level of theory: ωB97M-V with the def2-TZVPD basis set.

```
! wB97M-V def2-TZVPD RIJCOSX def2/J DEFGRID3
* xyz 0 1
C -1.716 -1.718 2.415
C -1.848 -1.407 1.116
C -0.687 -1.247 0.155
C 0.243 -0.066 0.713
C 1.101 0.658 -0.374
C 0.302 1.451 -1.339
S 1.133 1.466 -3.007
O 2.690 1.656 -2.497
H -0.752 -1.992 2.908
H -2.636 -1.822 3.072
H -2.718 -1.148 0.596
H -1.163 -1.187 -0.935
H -0.169 -2.115 0.275
H 0.853 -0.621 1.440
H -0.523 0.534 1.260
H 1.598 1.317 0.451
H 1.846 0.092 -0.777
H -0.708 1.133 -1.407
H 0.133 2.506 -1.157
H 3.022 2.511 -2.907
*
```

Summary:
SMILES string: C=CCCCCSO
Frontier orbital gap, hartree: 0.335

# 7
One molecule with the formula C3H4N2O. Source: OMol25; level of theory: ωB97M-V with the def2-TZVPD basis set.

```
! wB97M-V def2-TZVPD RIJCOSX def2/J DEFGRID3
* xyz 0 1
N 1.692 0.052 0.030
C 0.307 -0.100 -0.059
C -0.379 0.859 0.541
N -1.764 0.564 0.364
C -1.736 -0.544 -0.317
O -0.503 -1.035 -0.631
H 2.200 -0.538 0.663
H 2.183 0.391 -0.775
H 0.685 1.328 0.836
H -2.563 -1.154 -0.681
*
```

Summary:
SMILES string: Nc1cnco1
Frontier orbital gap, hartree: 0.373

# 8
A 2-piece molecular cluster, C3H10N2O2 overall. Source: OMol25; level of theory: ωB97M-V with the def2-TZVPD basis set.

```
! wB97M-V def2-TZVPD RIJCOSX def2/J DEFGRID3
* xyz 0 1
C -1.540 -1.486 0.017
C -0.343 -0.953 -0.835
N 0.465 -0.110 0.032
C 1.341 0.881 -0.319
N 1.362 1.120 -1.679
O 1.744 1.685 0.523
H -2.372 -1.831 -0.603
H -1.937 -0.696 0.659
H -1.188 -2.324 0.640
H 0.194 -1.773 -1.300
H -0.879 -0.426 -1.652
H 0.512 -0.542 0.944
H 1.937 1.891 -1.981
H 0.507 1.102 -2.208
O 0.083 0.800 2.614
H -0.180 1.367 3.341
H 0.293 1.296 1.807
*
```

Summary:
SMILES string: CCNC(N)=O.O
Frontier orbital gap, hartree: 0.383

# 9
A 2-piece molecular cluster, C4H13N2 overall. Source: OMol25; level of theory: ωB97M-V with the def2-TZVPD basis set.

```
! wB97M-V def2-TZVPD RIJCOSX def2/J DEFGRID3
* xyz 0 2
C -1.774 0.272 -1.623
C -0.897 0.538 -0.413
N 0.169 1.475 -0.688
C 0.987 1.725 0.500
H -2.656 -0.299 -1.337
H -1.204 -0.255 -2.388
H -2.118 1.222 -2.039
H -0.420 -0.394 -0.106
H -1.477 0.770 0.500
H -0.176 2.374 -1.001
H 1.767 2.448 0.258
H 0.404 2.133 1.335
H 1.480 0.800 0.801
C 0.308 -1.991 1.585
N 1.213 -2.083 0.585
H 0.541 -2.358 2.571
H -0.680 -1.586 1.461
H 1.077 -1.690 -0.327
H 2.168 -2.318 0.782
*
```

Summary:
Frontier orbital gap (spin up / spin down), hartree: 0.263 / 0.365
Expectation value of S²: 0.753

Across the entries above, max |F| takes the values 1.6; 2.4; 0.3; 5.0; 3.9; 6.5; 4.0; 3.1; 1.6 eV/Å, respectively.